{"formula": "C4H15NO2", "method": "ωB97M-V/def2-TZVPD", "symbols": ["C", "H", "H", "H", "H", "H", "O", "H", "H", "H", "H", "C", "H", "C", "O", "H", "H", "N", "H", "H", "C", "H"], "positions_angstrom": [[1.451441, -1.210233, 0.731156], [0.539638, 0.046508, -2.168964], [0.850474, -2.333902, -2.209718], [0.863977, 1.434206, 1.314911], [-3.573866, 2.117601, 2.411006], [1.762321, -3.576918, -2.348373], [-3.441290, 1.245054, 2.805650], [0.546072, -1.679722, 1.133672], [2.024731, 0.352960, -0.552103], [0.181039, 2.394347, -1.025739], [-0.833748, 2.787903, 0.358248], [1.089067, -0.055643, -0.161045], [-4.327720, 0.877635, 2.701908], [-0.513390, 1.982214, -0.296037], [1.116845, -3.049372, -2.830004], [-0.536896, 0.404164, 1.146188], [-1.396433, 1.554290, -0.745938], [0.456290, -0.614524, -1.404767], [1.986693, -2.005499, 0.216314], [2.068243, -0.856521, 1.562385], [0.214586, 0.955919, 0.573642], [-0.528067, -0.770469, -1.212388]], "atomic_forces_ev_per_a": [[-0.0625, -0.3809, 0.6470], [-0.2282, -0.0179, 0.0689], [0.3007, -0.0893, -0.2638], [-0.1763, 0.1718, -0.0394], [0.3730, -0.0138, 0.1253], [-0.0815, 0.0564, -0.0536], [-0.4983, 0.3244, -0.3232], [0.0711, 0.1304, 0.0990], [-0.0451, 0.5052, 0.2999], [-0.2169, 0.0968, -0.2823], [-0.1470, 0.2258, -0.0777], [-0.1833, -0.6884, -1.5676], [0.1440, -0.3134, 0.1770], [0.7683, -0.0183, 0.7773], [-0.0927, 0.0401, 0.2545], [0.0371, -0.0648, 0.0631], [-0.1050, -0.0572, -0.4203], [-0.0095, 0.1386, 0.7841], [0.1731, 0.1794, -0.1912], [-0.1179, -0.1418, 0.0617], [0.1899, -0.1328, 0.1016], [-0.0930, 0.0495, -0.2401]], "e_tot_ha": -366.62954, "spin_multiplicity": 1, "smiles": "CC[C@@H](C)N.O.O"}